[1]
DFT (ωB97M-V/def2-TZVPD) results for the molecule C4H12OSi at a distorted geometry.

- LUMO energy: 0.9 eV
- Relative energy (zero: lowest compared OMol25 entry of this formula, charge and spin): 2.415 eV
- 2S+1: 1

```
18
Properties=species:S:1:pos:R:3:mulliken_charge:R:1
C 1.15 0.59 1.79 -1.09
C -0.09 1.37 1.66 -0.04
O -1.07 0.51 0.66 -0.33
Si -0.93 -0.26 -0.77 0.37
C 0.19 0.52 -2.10 -1.03
C -0.67 -2.15 -0.65 -0.95
H 0.99 -0.55 1.96 0.25
H 1.79 0.57 0.96 0.34
H 1.75 1.06 2.59 0.35
H 0.12 2.36 1.30 0.26
H -0.62 1.35 2.65 0.25
H -2.29 0.28 -1.19 -0.19
H 0.02 1.55 -1.84 0.23
H 1.22 0.16 -1.95 0.29
H -0.04 0.35 -3.11 0.42
H -0.79 -2.61 0.35 0.32
H -1.16 -2.91 -1.33 0.33
H 0.42 -2.19 -0.99 0.22
```

***

[2]
DFT (ωB97M-V/def2-TZVPD) results for the molecule C4H12OSi at a distorted geometry.

- LUMO energy: 0.9 eV
- Relative energy (zero: lowest compared OMol25 entry of this formula, charge and spin): 0.541 eV
- 2S+1: 1

```
18
Properties=species:S:1:pos:R:3:mulliken_charge:R:1
C -0.17 1.10 2.15 -0.66
O 0.39 1.16 0.88 -0.37
Si 0.08 0.03 -0.35 0.53
C -1.62 0.28 -1.10 -0.97
C 0.23 -1.76 0.27 -1.05
C 1.57 0.23 -1.51 -1.07
H 0.29 1.84 2.78 0.25
H -0.02 0.11 2.57 0.29
H -1.25 1.24 2.08 0.26
H -1.73 1.27 -1.56 0.29
H -2.38 0.22 -0.33 0.31
H -1.79 -0.53 -1.81 0.30
H -0.63 -1.97 0.92 0.30
H 1.13 -1.80 0.86 0.29
H 0.35 -2.47 -0.56 0.36
H 2.07 -0.66 -1.87 0.35
H 1.17 0.80 -2.37 0.31
H 2.32 0.88 -1.06 0.29
```

***

[3]
DFT (ωB97M-V/def2-TZVPD) results for a cluster of 2 separate species, C4H12S in total.

- LUMO energy: 0.9 eV
- Relative energy (zero: lowest compared OMol25 entry of this formula, charge and spin): 0.262 eV
- 2S+1: 1

```
17
Properties=species:S:1:pos:R:3:mulliken_charge:R:1
C 1.74 0.70 -1.63 -1.01
C 0.50 1.51 -2.00 -0.35
S -0.74 1.51 -0.67 -0.25
H 1.70 -0.30 -2.05 0.26
H 1.85 0.61 -0.55 0.27
H 2.64 1.13 -2.04 0.33
H 0.81 2.53 -2.25 0.32
H 0.03 1.13 -2.91 0.32
H -1.71 1.97 -1.48 0.11
C -1.28 -1.41 1.32 -0.67
C -0.40 -1.33 2.57 -0.82
H -1.99 -2.24 1.35 0.33
H -1.87 -0.50 1.22 0.15
H -0.71 -1.51 0.40 0.21
H 0.62 -1.08 2.30 0.24
H -0.46 -2.22 3.19 0.30
H -0.73 -0.51 3.22 0.26
```

***

[4]
DFT (ωB97M-V/def2-TZVPD) results for a cluster of 2 separate species, C4H12S in total at a distorted geometry.

- LUMO energy: 0.9 eV
- Relative energy (zero: lowest compared OMol25 entry of this formula, charge and spin): 1.335 eV
- 2S+1: 1

```
17
Properties=species:S:1:pos:R:3:mulliken_charge:R:1
C -2.31 -0.24 -1.21 -0.85
C -0.84 -0.67 -0.98 -0.44
S -0.59 -1.26 0.75 -0.24
H -2.57 -0.76 -2.19 0.24
H -2.94 -0.88 -0.49 0.26
H -2.56 0.79 -1.21 0.33
H -0.44 0.26 -0.93 0.00
H -0.38 -1.27 -1.67 0.55
H -0.80 -2.51 0.29 0.13
C 2.43 1.86 -0.31 -0.74
C 1.82 1.47 1.15 -0.62
H 3.58 1.88 -0.44 0.29
H 2.06 1.08 -1.04 0.19
H 2.17 2.92 -0.63 0.24
H 1.83 0.34 1.26 0.17
H 0.70 1.73 1.17 0.16
H 2.28 2.04 1.97 0.33
```